Record 1
The following is a DFT calculation (ωB97M-V/def2-TZVPD) of 4 unconnected molecules or ions with the total composition C2H11NO3 in a non-equilibrium geometry.

## Properties
energy relative to the best compared isomer or geometry (same formula, charge and spin) = 1.774 eV
E_tot = -363.20922 Eh
SMILES string = C=CN.O.O.O
HOMO-LUMO gap = 9.8 eV

Structure (ORCA input):
```
! RIJCOSX wB97M-V def2-TZVPD def2/J DEFGRID3
* xyz 0 1
H -0.313 1.681 1.945
H -1.992 0.913 0.116
H -1.206 -1.387 1.711
H -1.856 -0.188 2.390
O 2.668 -0.506 -1.521
O 0.273 -2.070 -0.979
C 0.431 1.437 1.105
H 2.063 -1.000 -2.126
N -1.263 0.628 -0.602
H 1.496 1.748 1.301
H 0.227 -1.142 -0.847
C 0.015 1.287 -0.161
H -1.480 1.123 -1.461
H 3.071 -1.148 -0.933
O -2.015 -0.919 1.780
H 0.588 1.782 -0.905
H -0.707 -2.241 -0.812
*
```

These are the Löwdin partial charges, in e, on atoms 1 to 5: H 0.071; H 0.091; H 0.011; H 0.032; O -0.079

---

Record 2
The following is a DFT calculation (ωB97M-V/def2-TZVPD) of 4 unconnected molecules or ions with the total composition C2H11NO4 in a non-equilibrium geometry.

## Properties
energy relative to the best compared isomer or geometry (same formula, charge and spin) = 2.268 eV
E_tot = -438.47414 Eh
SMILES string = CC(N)=O.O.O.O
HOMO-LUMO gap = 9.9 eV

Structure (ORCA input):
```
! RIJCOSX wB97M-V def2-TZVPD def2/J DEFGRID3
* xyz 0 1
C -0.265 0.860 -0.962
H 0.025 0.327 0.060
H -2.994 2.240 0.055
H -1.032 0.119 -1.481
H 2.182 -1.020 5.041
O -1.143 2.936 -1.641
H -2.033 1.196 0.925
N -2.133 1.730 0.109
H -0.594 -5.209 2.222
O 0.237 -5.660 2.490
C -1.156 2.023 -0.753
O 1.872 -1.402 4.201
H 0.891 -4.857 2.535
H 2.050 0.344 -3.979
H 1.997 -0.927 3.368
H 1.828 1.658 -3.503
O 1.595 1.087 -4.314
H 0.646 1.031 -1.595
*
```

These are the Löwdin partial charges, in e, on atoms 1 to 5: C -0.047; H 0.106; H 0.113; H 0.134; H 0.047

---

Record 3
The following is a DFT calculation (ωB97M-V/def2-TZVPD) of 4 unconnected molecules or ions with the total composition C2H11NO4 in a non-equilibrium geometry.

## Properties
energy relative to the best compared isomer or geometry (same formula, charge and spin) = 0.767 eV
E_tot = -438.52931 Eh
SMILES string = CC(N)=O.O.O.O
HOMO-LUMO gap = 11.2 eV

Structure (ORCA input):
```
! RIJCOSX wB97M-V def2-TZVPD def2/J DEFGRID3
* xyz 0 1
N 2.801 -0.263 -0.094
O -0.634 1.049 1.250
H -1.452 1.070 0.742
H -3.864 3.027 2.126
H -1.542 -0.167 -3.644
H -1.206 -0.328 -2.181
H 0.095 0.939 0.638
H 2.675 0.714 -0.270
O -1.499 0.339 -2.825
H 2.310 -2.606 1.154
O -3.528 2.136 2.209
O 0.690 -0.526 -0.806
H 1.779 -3.148 -0.482
H 3.455 -0.627 0.574
C 1.658 -2.407 0.318
C 1.639 -1.024 -0.235
H 0.647 -2.685 0.652
H -2.598 2.059 2.436
*
```

These are the Löwdin partial charges, in e, on atoms 1 to 5: N 0.157; O -0.058; H 0.034; H 0.031; H 0.029

---

Record 4
The following is a DFT calculation (ωB97M-V/def2-TZVPD) of 4 unconnected molecules or ions with the total composition C2H11NO5.

## Properties
energy relative to the best compared isomer or geometry (same formula, charge and spin) = 0.047 eV
E_tot = -513.78604 Eh
SMILES string = CNC(=O)O.O.O.O
HOMO-LUMO gap = 10.0 eV

Structure (ORCA input):
```
! RIJCOSX wB97M-V def2-TZVPD def2/J DEFGRID3
* xyz 0 1
O -1.387 -1.607 0.078
H 2.223 0.015 -1.531
O -1.604 -0.424 -1.766
H 0.408 1.879 2.760
H 1.345 -0.681 -2.908
H 0.639 -1.092 2.386
O 0.668 -1.946 1.950
H 1.011 -1.566 -0.333
H 0.835 0.822 -2.067
N 0.502 -1.010 -0.999
C 1.230 -0.186 -1.940
C -0.842 -1.020 -0.838
H -0.221 -2.107 1.589
O -0.512 1.827 -0.298
H -1.092 0.179 -2.322
O -0.479 1.564 2.560
H -1.037 1.849 3.290
H -0.294 1.325 0.501
H -1.393 2.180 -0.111
*
```

These are the Löwdin partial charges, in e, on atoms 1 to 5: O 0.055; H 0.092; O 0.117; H 0.054; H 0.087

---

Record 5
The following is a DFT calculation (ωB97M-V/def2-TZVPD) of 4 unconnected molecules or ions with the total composition C2H11O3S in a non-equilibrium geometry.

## Properties
energy relative to the best compared isomer or geometry (same formula, charge and spin) = 0.879 eV
E_tot = -706.74159 Eh
HOMO-LUMO gap = 6.8 eV

Structure (ORCA input):
```
! RIJCOSX wB97M-V def2-TZVPD def2/J DEFGRID3
* xyz -1 1
H -2.846 -0.525 -1.351
H 0.822 1.558 0.943
H 2.174 -2.013 -0.248
H -0.016 0.449 2.165
H 0.231 -0.417 -0.740
H -0.999 0.804 -0.277
H 1.541 2.789 -0.968
O 1.928 -2.693 0.369
S -1.527 -1.319 0.732
H 1.103 -2.412 0.781
H -3.780 0.080 -0.522
C -0.399 -0.047 0.079
O 1.994 1.985 -1.243
H 1.407 0.014 1.313
C 0.450 0.541 1.182
H 1.611 1.258 -0.739
O -3.695 -0.052 -1.477
*
```

These are the Löwdin partial charges, in e, on atoms 1 to 5: H -0.044; H 0.045; H 0.006; H 0.044; H 0.036

---

Record 6
The following is a DFT calculation (ωB97M-V/def2-TZVPD) of 4 unconnected molecules or ions with the total composition C2H11O3S in a non-equilibrium geometry.

## Properties
energy relative to the best compared isomer or geometry (same formula, charge and spin) = 0.961 eV
E_tot = -706.73854 Eh
HOMO-LUMO gap = 7.1 eV

Structure (ORCA input):
```
! RIJCOSX wB97M-V def2-TZVPD def2/J DEFGRID3
* xyz -1 1
C 0.442 -0.237 -1.750
H 1.672 -0.310 1.219
H 0.379 0.018 1.525
H 0.285 1.951 -2.066
H 1.121 -0.926 -1.256
H 1.782 1.379 -1.476
O 1.060 -0.678 1.852
H -3.181 2.796 1.515
H 0.609 -0.341 -2.833
S -0.015 1.622 0.257
O -0.045 -3.357 0.874
O -3.094 1.875 1.663
H 0.426 -2.903 1.582
C 0.703 1.231 -1.357
H -0.615 -0.417 -1.570
H 0.621 -3.306 0.188
H -2.149 1.602 1.632
*
```

These are the Löwdin partial charges, in e, on atoms 1 to 5: C -0.221; H -0.029; H -0.092; H 0.021; H 0.042

---

Record 7
The following is a DFT calculation (ωB97M-V/def2-TZVPD) of 4 unconnected molecules or ions with the total composition C2H11O3S in a non-equilibrium geometry.

## Properties
energy relative to the best compared isomer or geometry (same formula, charge and spin) = 0.685 eV
E_tot = -706.74870 Eh
HOMO-LUMO gap = 7.2 eV

Structure (ORCA input):
```
! RIJCOSX wB97M-V def2-TZVPD def2/J DEFGRID3
* xyz -1 1
O -0.243 -2.166 -2.761
H -1.742 -0.404 1.450
H -1.149 -2.392 -2.823
H 0.187 1.659 0.335
H -0.155 -1.607 -1.952
H -1.335 1.099 2.169
H -0.167 -0.209 2.354
O 2.235 -0.865 2.597
C -0.885 0.237 1.670
H 1.954 -0.310 1.855
S 1.062 -0.519 -0.302
C -0.229 0.645 0.366
O -0.300 2.114 -2.661
H -0.197 1.206 -2.350
H -0.969 0.597 -0.439
H 0.108 2.644 -1.980
H 1.828 -1.728 2.472
*
```

These are the Löwdin partial charges, in e, on atoms 1 to 5: O -0.131; H 0.059; H -0.021; H 0.031; H -0.100

---

Record 8
The following is a DFT calculation (ωB97M-V/def2-TZVPD) of 4 unconnected molecules or ions with the total composition C2H11O4 in a non-equilibrium geometry.

## Properties
energy relative to the best compared isomer or geometry (same formula, charge and spin) = 1.111 eV
E_tot = -383.76500 Eh
HOMO-LUMO gap = 8.7 eV

Structure (ORCA input):
```
! RIJCOSX wB97M-V def2-TZVPD def2/J DEFGRID3
* xyz -1 1
O -1.036 0.559 -1.694
H -0.492 0.288 -0.845
H 0.115 3.328 1.036
C -1.133 -1.162 1.155
H -0.137 2.179 0.094
O -0.578 2.920 0.524
H 0.952 -1.492 1.327
H 2.395 -0.766 -2.153
H -1.863 -1.868 0.674
H -0.615 1.350 -2.027
H -1.748 -0.272 1.328
O 2.514 -0.425 -1.266
H 0.168 -1.848 -0.285
H -1.011 -1.585 2.174
O 0.628 0.188 0.177
H 1.561 -0.265 -0.754
C 0.279 -1.130 0.536
*
```

These are the Löwdin partial charges, in e, on atoms 1 to 5: O -0.155; H -0.019; H 0.014; C -0.124; H -0.009